{
  "formula": "C4H6N2O",
  "method": "ωB97M-V with the def2-TZVPD basis set",
  "homo_lumo_gap_ev": 8.9,
  "e_homo_ev": -8.1387,
  "e_lumo_ev": 0.8,
  "relative_energy_kcal_mol": 98.1,
  "species": ["C", "H", "H", "C", "H", "H", "H", "H", "N", "C", "C", "N", "O"],
  "coordinates": [[0.686550, -1.219100, -0.316087], [-2.728336, 1.305640, -0.822295], [2.494054, -0.809893, 0.797262], [-1.130765, 0.212847, -0.432781], [1.023288, -0.824469, 1.767682], [1.007628, -0.818787, -1.285916], [-0.214140, 2.094139, -0.419767], [0.822758, -2.296781, -0.319898], [-2.369662, 0.379462, -0.627548], [1.434269, -0.515962, 0.796677], [1.291733, 0.998345, 0.647383], [0.221399, 1.300701, -0.017038], [-0.716538, -1.024113, -0.173550]],
  "atomic_forces_ev_per_a": [[0.507, -0.201, -0.002], [0.305, 0.214, 0.230], [-0.272, 0.273, 0.013], [0.533, -0.105, 1.345], [0.069, 0.132, -0.066], [-0.009, -0.164, 0.074], [0.905, 1.710, 0.451], [0.064, -0.030, 0.037], [1.507, 0.585, -0.263], [-0.120, 0.124, -0.086], [-0.744, 0.262, -0.694], [-2.757, -2.865, -0.827], [0.012, 0.064, -0.212]]
}



{
  "formula": "C4H6N2O",
  "method": "ωB97M-V with the def2-TZVPD basis set",
  "homo_lumo_gap_ev": [7.3, 7.4],
  "e_homo_ev": [-7.7874, -7.7887],
  "e_lumo_ev": [-0.4, -0.4],
  "relative_energy_kcal_mol": 109.1,
  "species": ["H", "H", "H", "C", "O", "C", "H", "N", "C", "C", "N", "H", "H"],
  "coordinates": [[-0.887107, -1.877383, 1.992280], [-1.176678, 2.164264, -0.000790], [0.519162, 2.119215, -1.297586], [-0.268849, -0.873057, 0.328991], [-1.258410, 1.245519, 0.302422], [1.903746, 0.354908, -1.308853], [-1.067011, -0.199069, 2.084321], [-0.044987, -1.807229, -0.504558], [0.736155, 1.086734, -0.977124], [-0.216043, 0.542676, -0.155462], [-0.563098, -0.973925, 1.678467], [2.434694, 0.952121, -2.080616], [-0.112939, -2.720631, -0.049149]],
  "atomic_forces_ev_per_a": [[0.068, 0.100, -0.046], [-0.031, -0.127, 0.044], [0.049, -0.125, 0.004], [0.074, -0.183, -0.198], [0.116, 0.126, -0.135], [-0.226, 0.352, -0.062], [0.083, -0.079, -0.033], [-0.111, 0.203, 0.314], [0.091, -0.172, 0.059], [0.019, 0.004, -0.051], [-0.082, -0.047, 0.019], [-0.042, -0.106, 0.142], [-0.008, 0.053, -0.057]]
}



{
  "formula": "C4H6N2O",
  "method": "ωB97M-V with the def2-TZVPD basis set",
  "homo_lumo_gap_ev": [6.6, 7.1],
  "e_homo_ev": [-5.6856, -9.9609],
  "spin_multiplicity": 3,
  "e_lumo_ev": [0.9, -2.9],
  "relative_energy_kcal_mol": 54.2,
  "species": ["H", "C", "N", "H", "C", "N", "C", "C", "H", "O", "H", "H", "H"],
  "coordinates": [[-3.559179, 1.199429, 0.024633], [-1.698363, 0.172156, 0.006430], [0.623201, -0.216682, 0.159954], [0.163979, -1.056068, 0.198750], [-0.160595, 0.836423, 0.083423], [-2.393260, -0.655739, 0.626627], [2.103638, -0.117370, 0.101760], [-3.074658, 0.301992, -0.336513], [2.302273, 0.875664, -0.287153], [0.067881, 2.011716, 0.227393], [2.270854, -0.678535, -0.775296], [-3.520992, -0.086637, -1.281138], [2.560690, -0.543289, 1.021879]],
  "atomic_forces_ev_per_a": [[0.153, 0.417, 0.034], [8.613, 4.533, -2.714], [2.527, 1.752, 0.328], [-0.833, -2.495, -0.141], [-4.544, 0.604, 1.691], [-4.175, -3.921, 1.703], [-1.913, -0.391, -0.093], [-1.916, 0.145, -0.636], [0.457, 0.410, 1.130], [0.401, -0.233, -1.002], [1.188, -1.320, -0.686], [0.014, -0.369, 1.192], [0.027, 0.867, -0.805]]
}



{
  "formula": "C4H6N2O2",
  "method": "ωB97M-V with the def2-TZVPD basis set",
  "homo_lumo_gap_ev": 7.5,
  "e_homo_ev": -7.4562,
  "e_lumo_ev": 0.1,
  "relative_energy_kcal_mol": 178.3,
  "species": ["N", "H", "H", "O", "H", "O", "C", "N", "H", "C", "C", "H", "H", "C"],
  "coordinates": [[2.382233, 0.082306, 0.023141], [3.284747, -0.343753, -0.903203], [-0.107389, 2.300443, 0.805361], [-0.345920, 1.747417, -0.144384], [-2.553086, 1.133172, -0.681081], [-0.853620, -1.636230, -0.036326], [1.067731, -0.295264, -0.003875], [-2.559217, -0.065835, -0.142234], [-3.164966, -0.226191, 0.747696], [-0.064807, 0.409259, 0.109600], [-1.194839, -0.382029, -0.064611], [1.207774, -2.536138, 0.460791], [2.357630, 1.404236, -0.026964], [0.543728, -1.591390, -0.143905]],
  "atomic_forces_ev_per_a": [[4.358, 4.473, -2.459], [-4.321, 1.755, 3.537], [-1.128, -2.126, -4.111], [2.161, 3.205, 4.644], [-0.425, -4.915, 2.873], [1.877, -0.969, -0.620], [0.329, -3.962, -1.495], [-0.211, 4.069, -1.339], [1.680, 0.914, -2.136], [-4.975, 3.101, -1.510], [-0.899, 0.988, 2.204], [-2.472, 2.672, -2.372], [0.392, -5.437, -0.203], [3.633, -3.770, 2.986]]
}



{
  "formula": "C4H6N2O2",
  "method": "ωB97M-V with the def2-TZVPD basis set",
  "homo_lumo_gap_ev": 9.1,
  "e_homo_ev": -8.8413,
  "e_lumo_ev": 0.3,
  "relative_energy_kcal_mol": 139.9,
  "species": ["H", "O", "H", "H", "C", "C", "N", "H", "C", "H", "C", "H", "N", "O"],
  "coordinates": [[-0.955936, 0.222255, 2.286489], [0.705545, 1.992919, 1.217541], [-1.471097, -1.307596, 1.550344], [2.425681, -0.118329, -0.372866], [-0.470218, -0.247865, -0.853935], [-0.633781, -0.620330, 1.670428], [2.079442, 0.839064, -0.323934], [-0.909418, -1.416876, -2.408085], [-0.147810, -0.080998, 0.375973], [-1.577541, 0.144695, -2.495118], [0.890586, 1.126886, 0.373948], [0.185177, -1.118566, 2.195299], [-1.153138, -0.567335, -1.911067], [1.032507, 1.152077, -1.305019]],
  "atomic_forces_ev_per_a": [[0.108, -0.027, -0.050], [-0.186, -0.142, -1.171], [0.092, -0.032, 0.000], [-0.635, -0.157, -0.248], [0.560, 0.972, 0.216], [-0.340, 0.036, 0.029], [-0.464, 1.166, -0.357], [0.217, 0.287, -0.054], [0.426, 0.884, 0.050], [-0.153, -0.021, 0.445], [0.569, -1.375, 2.620], [-0.067, 0.010, -0.058], [-0.107, -0.630, -0.854], [-0.019, -0.970, -0.567]]
}



{
  "formula": "C4H6N2O2",
  "method": "ωB97M-V with the def2-TZVPD basis set",
  "homo_lumo_gap_ev": 8.6,
  "e_homo_ev": -8.3785,
  "smiles": "NC#[N+][O-].CC#CO",
  "e_lumo_ev": 0.2,
  "relative_energy_kcal_mol": 142.1,
  "species": ["O", "H", "C", "H", "O", "H", "H", "H", "N", "N", "C", "C", "H", "C"],
  "coordinates": [[1.502862, 0.306555, -2.266655], [-1.507875, 2.778788, -0.658702], [1.362345, -1.310112, -0.603488], [-0.773182, -0.139543, 3.027701], [-0.385790, -0.483614, 2.206509], [1.160813, -1.596148, 1.341515], [1.270546, -3.015807, 0.410662], [-2.231858, 1.320434, -1.439020], [1.556812, -2.039073, 0.501849], [1.614495, -0.468754, -1.361113], [-1.331700, 1.730120, -0.942759], [-1.023046, 0.952358, 0.237016], [-0.482403, 1.670839, -1.643680], [-0.732018, 0.293957, 1.190163]],
  "atomic_forces_ev_per_a": [[0.242, 1.589, -1.363], [0.015, -0.312, -0.259], [0.602, 0.004, 0.085], [0.145, -0.115, -0.253], [-0.127, 0.129, 0.341], [0.221, -0.429, -0.455], [0.132, 0.537, 0.101], [0.410, 0.345, 0.159], [-0.412, -0.633, 1.090], [-0.691, -1.144, 0.455], [-0.217, 0.210, -0.620], [0.185, -0.317, 0.370], [-0.374, 0.121, 0.197], [-0.131, 0.015, 0.151]]
}



Quick rundown of molar mass, same order as above: 98.10 98.10 98.10 114.10 114.10 114.10 u